No. 1
{"formula": "C5H12NOS", "method": "wB97M-V/def2-TZVPD", "homo_energy_ev": -13.41, "charge": 1, "total_energy_ev": -19741.91064, "e_above_lowest_ev": 3.176, "multiplicity": 1, "elements": ["H", "H", "C", "C", "H", "H", "O", "H", "H", "C", "H", "H", "H", "H", "C", "S", "N", "H", "H", "C"], "coordinates": [[1.296, 3.124, -0.181], [0.838, -1.986, 2.754], [-1.077, -0.827, -0.340], [1.215, 2.112, -0.202], [-2.141, -1.055, -0.055], [-1.249, -0.880, -1.425], [1.901, 1.377, 0.481], [-0.475, -1.059, 2.553], [0.101, 1.060, -2.895], [-0.057, -1.930, 2.015], [-0.786, 2.116, -1.635], [-0.851, -2.715, 2.431], [1.383, -1.857, -0.140], [0.079, 0.381, 0.849], [0.003, 1.495, -1.025], [0.015, -2.162, 0.189], [0.468, 0.550, -2.092], [1.589, 0.695, -2.227], [-1.525, 0.966, 0.756], [-0.726, 0.595, 0.186]]}

---

No. 2
{"formula": "C5H12NS", "method": "wB97M-V/def2-TZVPD", "s_squared": 0.760, "homo_energy_ev": [-5.90, -8.63], "total_energy_ev": -17702.47352, "e_above_lowest_ev": 1.005, "multiplicity": 2, "elements": ["H", "C", "N", "H", "C", "H", "H", "H", "H", "C", "C", "H", "H", "H", "S", "H", "C", "H", "H"], "coordinates": [[-1.118, 3.070, 0.968], [1.843, -0.837, -1.084], [1.465, -0.726, 0.232], [1.604, -1.450, 2.217], [-1.882, -0.478, 0.247], [-2.929, -0.516, 0.535], [-2.734, 2.497, 1.209], [-1.953, 2.206, -0.370], [-1.718, -0.191, -0.788], [1.966, -1.542, 1.207], [-1.797, 2.259, 0.705], [0.748, 0.781, -1.923], [1.750, -0.194, -3.096], [2.447, -1.721, -1.261], [-1.066, 0.747, 1.329], [0.698, -0.091, 0.471], [1.403, -0.068, -2.081], [-1.411, -1.430, 0.478], [2.686, -2.316, 1.004]]}

---

No. 3
{"formula": "C5H12NSe", "method": "wB97M-V/def2-TZVPD", "homo_energy_ev": -12.67, "charge": 1, "total_energy_ev": -72207.16767, "e_above_lowest_ev": 1.012, "multiplicity": 1, "elements": ["H", "H", "C", "H", "H", "H", "H", "N", "Se", "C", "C", "H", "H", "H", "C", "C", "H", "H", "H"], "coordinates": [[1.396, 1.758, 0.225], [-3.967, 0.203, -0.728], [-0.123, 0.223, -0.206], [3.005, 0.174, 0.732], [-0.640, 1.121, -1.059], [-0.002, -1.704, -1.491], [1.889, -0.228, 2.214], [0.926, 0.898, 0.634], [-1.942, -0.188, 0.604], [1.840, -0.124, 1.045], [0.573, -0.914, -0.882], [2.222, -2.064, 0.190], [1.251, -0.534, -1.568], [0.359, 1.395, 1.430], [-3.044, 0.749, -0.657], [1.368, -1.416, 0.390], [-2.466, 0.757, -1.545], [0.636, -1.919, 1.031], [-3.281, 1.814, -0.359]]}

---

No. 4
{"formula": "C5H12NSe", "method": "wB97M-V/def2-TZVPD", "homo_energy_ev": [-13.65, -11.56], "charge": 1, "total_energy_ev": -72203.59177, "e_above_lowest_ev": 4.588, "multiplicity": 1, "elements": ["C", "H", "H", "H", "C", "H", "H", "N", "H", "C", "C", "H", "H", "C", "H", "H", "H", "H", "Se"], "coordinates": [[-0.054, -2.238, 0.580], [1.474, 2.126, -0.308], [-0.556, 0.599, -1.003], [-0.887, -2.437, -0.062], [-1.298, 0.552, -1.949], [0.821, -2.614, 0.047], [-0.191, -2.910, 1.467], [1.160, -0.071, 0.353], [-0.838, 0.308, -2.915], [0.012, -0.736, 0.864], [-0.174, 1.814, 1.417], [1.389, -0.512, -0.515], [1.869, -0.436, 1.011], [0.674, 1.405, 0.108], [-2.320, 0.027, -1.653], [0.386, 2.179, 2.258], [-1.648, 1.564, -2.296], [-0.786, 2.662, 1.002], [-1.122, 0.225, 1.969]]}

---

No. 5
{"formula": "C5H12Na", "method": "wB97M-V/def2-TZVPD", "homo_energy_ev": -13.62, "charge": 1, "total_energy_ev": -9790.00700, "e_above_lowest_ev": 0.460, "multiplicity": 1, "elements": ["H", "C", "H", "C", "H", "H", "H", "H", "H", "H", "H", "C", "C", "H", "H", "H", "Na", "C"], "coordinates": [[-2.133, -2.538, 0.933], [-0.794, -1.021, 0.120], [0.907, 2.832, 0.294], [-1.561, -1.660, 1.277], [-1.507, -0.714, -0.670], [-0.858, -1.984, 2.063], [0.069, 1.156, -1.375], [-0.677, 0.947, 0.997], [-2.265, -0.931, 1.713], [-0.104, -1.766, -0.321], [2.132, 2.522, -0.976], [0.785, 0.853, -0.587], [0.012, 0.200, 0.557], [1.472, 0.104, -1.026], [0.726, -0.104, 1.346], [2.314, 1.779, 0.643], [-0.101, -1.748, -4.858], [1.585, 2.072, -0.131]]}

---

No. 6
{"formula": "C5H12O", "method": "wB97M-V/def2-TZVPD", "homo_energy_ev": -9.49, "total_energy_ev": -7426.72569, "e_above_lowest_ev": 0.586, "smiles": "COC(C)(C)C", "multiplicity": 1, "elements": ["C", "C", "O", "H", "H", "H", "H", "H", "H", "H", "C", "H", "C", "H", "H", "H", "C", "H"], "coordinates": [[-0.929, -1.341, -0.185], [-0.280, -0.015, 0.213], [1.071, -0.275, 0.614], [-0.398, -1.792, -1.032], [-2.021, 0.637, 1.342], [-0.737, -0.113, 2.321], [-1.977, -1.199, -0.473], [-0.150, 0.569, -1.901], [0.260, 1.864, -0.748], [2.769, -1.065, -0.196], [-0.937, 0.549, 1.472], [-1.427, 1.368, -0.980], [2.108, -0.200, -0.331], [1.756, -0.201, -1.370], [-0.889, -2.042, 0.656], [-0.529, 1.539, 1.704], [-0.396, 1.004, -0.926], [2.706, 0.712, -0.180]]}

---

No. 7
{"formula": "C5H12O", "method": "wB97M-V/def2-TZVPD", "homo_energy_ev": -8.36, "total_energy_ev": -7424.79454, "e_above_lowest_ev": 2.517, "smiles": "C/C=C/CC.O", "multiplicity": 1, "elements": ["H", "H", "H", "C", "H", "C", "H", "C", "H", "H", "H", "H", "H", "O", "C", "C", "H", "H"], "coordinates": [[-1.108, 1.993, 0.732], [-1.921, -1.069, -0.619], [-0.554, -1.043, 1.336], [1.239, -0.581, 0.394], [2.416, -0.464, 2.278], [-0.390, -0.910, -2.248], [0.890, 0.359, 2.336], [-0.943, -0.571, -0.833], [-1.892, 3.146, 1.140], [0.489, -0.387, -2.562], [2.232, 1.137, 1.359], [1.949, -0.642, -0.499], [-1.141, -0.865, -3.020], [-1.876, 2.130, 1.323], [1.733, 0.194, 1.650], [-0.117, -0.934, 0.340], [-0.930, 0.530, -0.739], [-0.078, -2.023, -2.366]]}

---

No. 8
{"formula": "C5H12O", "method": "wB97M-V/def2-TZVPD", "homo_energy_ev": -8.41, "total_energy_ev": -7424.10231, "e_above_lowest_ev": 3.209, "smiles": "C=CO.CCC", "multiplicity": 1, "elements": ["H", "H", "C", "H", "H", "H", "C", "H", "H", "H", "C", "H", "C", "H", "O", "H", "H", "C"], "coordinates": [[0.811, -1.540, 1.967], [-3.789, 0.201, -0.974], [-2.719, 0.153, -0.752], [-3.608, 1.958, -2.587], [-2.483, 0.638, 0.187], [4.336, -1.614, 1.534], [2.479, -0.738, 1.382], [-2.015, 2.762, -2.739], [-2.535, 2.601, -1.151], [-2.438, -0.926, -0.488], [-1.946, 0.663, -1.926], [-2.035, 0.081, -2.835], [3.802, -0.702, 1.734], [-0.812, 0.823, -1.869], [1.775, -1.777, 1.948], [4.160, 0.188, 2.190], [1.900, 0.204, 1.381], [-2.564, 2.098, -2.138]]}

---

Among the records above, which one has the highest multiplicity?
C5H12NS

---

What did the fifth record say?
{"formula": "C5H12Na", "method": "wB97M-V/def2-TZVPD", "homo_energy_ev": -13.62, "charge": 1, "total_energy_ev": -9790.00700, "e_above_lowest_ev": 0.460, "multiplicity": 1, "elements": ["H", "C", "H", "C", "H", "H", "H", "H", "H", "H", "H", "C", "C", "H", "H", "H", "Na", "C"], "coordinates": [[-2.133, -2.538, 0.933], [-0.794, -1.021, 0.120], [0.907, 2.832, 0.294], [-1.561, -1.660, 1.277], [-1.507, -0.714, -0.670], [-0.858, -1.984, 2.063], [0.069, 1.156, -1.375], [-0.677, 0.947, 0.997], [-2.265, -0.931, 1.713], [-0.104, -1.766, -0.321], [2.132, 2.522, -0.976], [0.785, 0.853, -0.587], [0.012, 0.200, 0.557], [1.472, 0.104, -1.026], [0.726, -0.104, 1.346], [2.314, 1.779, 0.643], [-0.101, -1.748, -4.858], [1.585, 2.072, -0.131]]}